Below is C39H54AsN5O4PRuS3Si2 as an isolated structure in a non-equilibrium geometry, with properties calculated with the ωB97M-V functional and the def2-TZVPD basis.

The geometry in XYZ format:
```
110
Properties=species:S:1:pos:R:3:mulliken_spin:R:1
Ru -19.15 -13.44 -1.98 1.778
C -21.76 -11.22 4.39 -0.002
C -21.35 -11.97 3.12 0.024
C -22.33 -12.60 2.30 -0.015
C -22.05 -13.19 1.08 0.044
C -20.76 -12.95 0.49 -0.004
N -20.63 -12.81 -0.93 -0.003
C -21.78 -12.40 -1.61 0.044
C -22.31 -11.18 -1.29 -0.067
C -23.61 -10.84 -1.65 0.016
C -24.40 -11.69 -2.41 -0.004
C -25.73 -11.20 -2.88 0.002
C -23.83 -12.91 -2.83 0.005
C -22.52 -13.24 -2.49 -0.009
N -21.89 -14.41 -3.03 0.136
C -22.48 -15.64 -2.83 -0.203
C -21.75 -16.80 -3.01 0.255
C -20.29 -15.40 -4.33 0.115
N -20.66 -14.26 -3.46 0.231
C -19.77 -12.38 1.30 0.050
C -20.06 -11.96 2.64 -0.009
N -18.53 -11.96 0.74 0.060
C -17.76 -10.86 1.12 -0.004
C -16.78 -10.70 0.18 0.021
C -16.83 -11.81 -0.72 0.035
N -17.93 -12.57 -0.44 -0.070
H -22.23 -11.97 5.05 0.001
H -22.43 -10.36 4.17 0.001
H -20.82 -10.82 4.82 0.000
H -23.37 -12.62 2.60 -0.001
H -22.86 -13.66 0.52 0.001
H -21.70 -10.57 -0.64 -0.004
H -24.06 -9.91 -1.30 0.000
H -26.05 -10.47 -2.11 0.000
H -26.43 -12.06 -2.86 0.000
H -25.72 -10.76 -3.88 0.000
H -24.40 -13.64 -3.40 0.002
H -23.45 -15.61 -2.35 -0.016
H -22.13 -17.80 -2.68 -0.012
H -19.28 -15.13 -4.71 0.200
H -19.26 -11.53 3.27 -0.002
H -17.89 -10.28 2.02 0.000
H -16.09 -9.86 0.11 0.001
H -16.01 -12.24 -1.35 -0.024
O -22.55 -13.46 -5.74 0.059
C -21.40 -13.91 -6.06 0.029
O -20.48 -13.30 -6.65 0.009
C -21.17 -15.29 -5.47 0.276
C -21.80 -16.35 -6.14 -0.245
C -21.43 -17.72 -6.33 0.420
C -20.39 -18.30 -5.56 -0.161
C -19.94 -17.87 -4.33 0.405
C -20.54 -16.74 -3.68 -0.392
S -18.77 -15.67 -1.90 1.068
H -22.55 -16.02 -6.93 0.001
H -21.89 -18.27 -7.12 0.037
H -19.93 -19.20 -5.94 -0.006
H -19.17 -18.47 -3.84 0.008
C -14.31 -13.38 -3.38 0.048
Si -15.86 -14.57 -3.60 -0.076
C -15.77 -15.90 -2.26 0.044
C -15.54 -15.51 -5.18 0.032
As -17.77 -13.20 -4.03 0.743
Si -16.85 -11.44 -5.45 0.030
C -16.11 -10.01 -4.50 0.072
C -15.58 -12.09 -6.73 0.010
C -18.49 -10.81 -6.27 0.027
H -13.36 -13.76 -3.86 0.002
H -14.08 -13.29 -2.29 0.004
H -14.52 -12.36 -3.79 -0.003
H -14.69 -16.13 -2.13 0.009
H -16.24 -16.85 -2.57 -0.004
H -16.24 -15.65 -1.30 -0.020
H -15.22 -16.52 -4.86 0.000
H -14.71 -15.12 -5.81 0.003
H -16.39 -15.68 -5.83 -0.003
H -15.33 -10.37 -3.82 -0.001
H -16.92 -9.58 -3.90 -0.032
H -15.73 -9.25 -5.19 0.006
H -14.92 -12.87 -6.29 -0.004
H -14.94 -11.30 -7.17 0.001
H -16.16 -12.56 -7.57 0.004
H -19.30 -11.55 -6.38 -0.011
H -18.22 -10.50 -7.30 0.000
H -18.85 -9.94 -5.71 -0.001
C -20.30 -7.31 0.09 -0.004
C -19.05 -6.60 -0.43 0.000
C -19.15 -5.10 -0.50 0.000
O -18.63 -7.05 -1.75 0.001
P -19.53 -7.54 -3.00 0.002
S -18.64 -7.07 -4.72 0.000
S -19.97 -9.46 -2.91 0.039
O -20.87 -6.62 -2.69 0.001
C -21.78 -6.27 -3.81 0.000
C -22.86 -5.47 -3.13 0.000
C -22.26 -7.51 -4.56 -0.001
H -20.14 -7.42 1.16 0.000
H -20.47 -8.29 -0.45 0.001
H -21.21 -6.70 0.00 0.000
H -18.13 -6.89 0.17 0.000
H -19.82 -4.84 -1.33 0.000
H -18.13 -4.69 -0.73 0.000
H -19.54 -4.63 0.42 0.000
H -21.21 -5.62 -4.54 0.000
H -23.44 -6.10 -2.41 0.000
H -23.55 -5.10 -3.87 0.000
H -22.43 -4.59 -2.65 0.000
H -22.59 -8.23 -3.77 0.001
H -21.46 -7.96 -5.16 0.000
H -23.08 -7.21 -5.17 0.000
```

The gap between HOMO and LUMO (alpha / beta) comes out at 4.88 / 5.54 eV. Its charge is -2. As for the energy relative to the best compared isomer or geometry (same formula, charge and spin): 0.00 kcal per mole. The highest occupied orbital energy (alpha / beta) comes out at -0.94 / -2.11 eV. As for the multiplicity: 6.

Below is C36H53BaN7O2PS2 as an isolated structure, with properties calculated with the ωB97M-V functional and the def2-TZVPD basis.

The geometry in XYZ format:
```
102
Properties=species:S:1:pos:R:3:lowdin_charge:R:1
Ba -0.03 2.34 0.45 1.783
N 0.09 5.07 3.43 0.046
C -0.10 3.72 3.29 -1.016
S 1.29 2.70 3.50 0.444
N -1.33 3.41 2.92 -0.093
N -1.60 2.06 2.82 -0.107
C -2.68 1.79 2.20 -0.180
C -3.69 2.79 1.76 -0.155
C -4.60 3.19 2.74 -0.057
C -5.57 4.14 2.49 -0.111
C -5.63 4.71 1.22 -0.095
C -4.74 4.32 0.23 -0.020
C -3.76 3.35 0.47 -0.255
O -2.91 2.87 -0.48 -0.169
H 1.04 5.38 3.38 0.059
H -0.62 5.64 3.00 0.091
H -2.90 0.73 2.07 0.112
H -4.51 2.76 3.73 0.110
H -6.26 4.45 3.26 0.089
H -6.37 5.46 0.99 0.094
H -4.79 4.76 -0.75 0.092
C -4.85 2.43 -2.97 -0.098
C -4.07 3.64 -3.46 -0.279
N -3.43 4.36 -2.37 -0.077
C -2.36 3.79 -1.62 -0.930
S -1.34 5.04 -0.86 0.397
N -1.74 2.74 -2.45 0.027
N -0.56 2.49 -2.15 -0.155
C 0.07 1.39 -2.69 -0.311
C -0.69 0.54 -3.67 -0.040
C 1.33 1.10 -2.16 -0.280
C 1.92 -0.26 -2.55 -0.210
C 2.85 -0.69 -0.14 -0.304
C 3.19 0.71 0.31 -0.142
C 2.87 1.81 -0.41 -0.286
N 1.97 2.02 -1.42 -0.058
H -5.38 1.96 -3.80 0.063
H -5.58 2.71 -2.21 0.067
H -4.18 1.70 -2.53 0.057
H -4.77 4.35 -3.92 0.105
H -3.37 3.33 -4.23 0.092
H -3.20 5.32 -2.57 0.076
H -1.76 0.68 -3.50 0.062
H -0.46 -0.52 -3.58 0.057
H -0.50 0.83 -4.71 0.082
H 1.08 -0.96 -2.52 0.116
H 3.59 -1.36 0.33 0.111
H 3.82 0.83 1.18 0.094
H 3.30 2.74 -0.04 0.105
O 0.11 -0.29 0.21 -0.493
P 1.26 -1.16 0.64 0.798
C 0.90 -2.90 0.22 -0.320
C 1.73 -3.95 0.96 -0.200
C 1.35 -5.34 0.45 -0.180
C -0.14 -5.66 0.71 -0.189
C -0.93 -4.43 1.16 -0.206
C -0.63 -3.22 0.28 -0.166
C 3.04 -0.82 -1.67 -0.238
C 3.48 -2.26 -2.08 -0.139
C 2.67 -3.07 -3.11 -0.208
C 2.87 -2.62 -4.55 -0.210
C 2.12 -1.35 -4.92 -0.202
C 2.41 -0.15 -4.02 -0.131
C 1.50 -0.94 2.42 -0.350
C 2.82 -1.46 3.03 -0.180
C 2.61 -1.99 4.45 -0.205
C 1.73 -1.04 5.26 -0.186
C 0.33 -0.88 4.63 -0.183
C 0.27 -1.42 3.20 -0.190
H 1.19 -2.94 -0.83 0.088
H 1.56 -3.89 2.03 0.102
H 2.80 -3.78 0.80 0.100
H 1.99 -6.10 0.90 0.105
H 1.55 -5.37 -0.63 0.105
H -0.22 -6.44 1.47 0.102
H -0.59 -6.07 -0.19 0.105
H -0.70 -4.20 2.20 0.095
H -2.00 -4.64 1.13 0.112
H -1.18 -2.34 0.63 0.094
H -0.98 -3.41 -0.73 0.119
H 3.90 -0.17 -1.85 0.136
H 3.57 -2.86 -1.18 0.087
H 4.50 -2.20 -2.48 0.115
H 1.60 -3.05 -2.88 0.100
H 2.98 -4.11 -3.01 0.107
H 2.55 -3.43 -5.22 0.105
H 3.95 -2.49 -4.73 0.111
H 1.05 -1.56 -4.89 0.103
H 2.35 -1.08 -5.95 0.109
H 1.96 0.73 -4.48 0.113
H 3.49 0.05 -4.01 0.126
H 1.50 0.15 2.50 0.049
H 3.53 -0.63 3.08 0.112
H 3.30 -2.23 2.42 0.086
H 3.58 -2.13 4.94 0.107
H 2.14 -2.98 4.41 0.105
H 2.22 -0.06 5.30 0.103
H 1.65 -1.39 6.29 0.101
H 0.06 0.18 4.59 0.072
H -0.43 -1.38 5.23 0.107
H -0.64 -1.05 2.71 0.106
H 0.22 -2.51 3.19 0.089
```

The gap between HOMO and LUMO comes out at 6.29 eV. Its charge is -1. As for the energy relative to the best compared isomer or geometry (same formula, charge and spin): 65.51 kcal per mole. The highest occupied orbital energy comes out at -4.15 eV. As for the multiplicity: 1.

Below is C22H30Br33F2InN2O5 as an isolated structure in a non-equilibrium geometry, with properties calculated with the ωB97M-V functional and the def2-TZVPD basis.

The geometry in XYZ format:
```
95
Properties=species:S:1:pos:R:3:lowdin_charge:R:1
C 1.84 -1.26 1.50 -0.139
C 2.26 -0.49 0.25 -0.284
O 1.53 0.72 0.11 -0.125
C 2.42 1.78 -0.06 -0.256
C 1.76 3.14 -0.09 -0.172
C 1.42 3.70 1.30 -0.218
C -0.06 3.77 1.57 -0.318
C -0.75 2.47 1.96 -0.244
In -2.50 2.37 0.53 0.894
C -1.67 2.15 -1.53 -0.357
N -2.43 1.27 -2.48 -0.092
C -3.48 4.39 0.66 -0.826
O -4.34 4.63 1.53 -0.173
O -3.06 5.19 -0.18 -0.177
N -4.00 0.81 1.10 0.047
C -3.56 0.02 2.09 -0.765
O -3.49 0.34 3.25 0.062
F -3.10 -1.24 1.77 0.007
C -4.53 0.15 0.02 -0.658
O -4.06 -0.69 -0.69 0.099
F -5.79 0.55 -0.21 0.077
H 1.12 -2.00 1.23 0.008
H 2.72 -1.69 1.95 0.030
H 1.41 -0.56 2.20 -0.047
H 2.16 -1.09 -0.65 0.100
H 3.30 -0.26 0.38 0.091
H 3.15 1.81 0.75 0.115
H 2.99 1.68 -0.98 0.115
H 2.53 3.77 -0.52 0.080
H 0.90 3.15 -0.75 0.077
H 1.79 4.72 1.33 0.045
H 1.98 3.15 2.05 0.104
H -0.56 4.23 0.73 0.059
H -0.20 4.46 2.40 0.099
H -1.14 2.56 2.96 0.016
H -0.13 1.59 1.87 -0.005
H -0.64 1.80 -1.45 -0.003
H -1.61 3.14 -1.93 -0.019
H -2.04 1.45 -3.40 -0.049
H -2.11 0.32 -2.29 0.031
C 2.96 -4.99 0.44 -1.600
Br 1.15 -4.47 0.06 0.651
Br 4.21 -3.54 0.22 0.622
Br 3.11 -5.80 2.18 0.510
H 3.22 -5.74 -0.29 -0.075
C -7.61 -1.14 3.05 -1.584
Br -8.01 -2.23 4.60 0.533
Br -5.86 -1.50 2.36 0.860
Br -8.97 -1.31 1.70 0.548
H -7.61 -0.11 3.38 -0.016
C 0.59 3.12 -5.36 -1.637
Br -1.14 2.42 -5.84 0.595
Br 0.48 4.15 -3.75 0.649
Br 1.92 1.73 -5.23 0.551
H 0.89 3.78 -6.15 -0.122
C 1.14 -1.88 5.57 -1.603
Br 1.16 -0.26 4.54 0.700
Br -0.24 -3.09 5.01 0.588
Br 2.86 -2.76 5.54 0.498
H 0.93 -1.61 6.59 -0.036
C 2.60 7.96 0.12 -1.647
Br 0.92 7.21 -0.38 0.642
Br 2.48 8.95 1.77 0.546
Br 4.00 6.63 0.20 0.562
H 2.89 8.66 -0.64 -0.042
C 3.28 4.85 -8.37 -1.629
Br 1.56 4.21 -8.92 0.573
Br 3.17 5.85 -6.73 0.599
Br 4.56 3.42 -8.24 0.563
H 3.64 5.52 -9.14 -0.036
C -1.76 1.86 -10.76 -1.637
Br -2.09 3.11 -9.35 0.559
Br -2.05 2.65 -12.50 0.550
Br -0.01 1.08 -10.62 0.558
H -2.47 1.06 -10.65 -0.032
C 5.06 -8.92 4.48 -1.622
Br 3.36 -8.08 4.76 0.565
Br 4.92 -10.84 4.36 0.552
Br 5.93 -8.21 2.92 0.534
H 5.67 -8.70 5.34 -0.031
C 6.69 -3.12 7.16 -1.646
Br 6.11 -3.91 5.50 0.538
Br 6.86 -1.21 7.01 0.578
Br 5.55 -3.63 8.62 0.558
H 7.67 -3.52 7.37 -0.037
C 4.31 -9.65 -0.97 -1.623
Br 5.46 -8.12 -0.70 0.556
Br 4.81 -11.10 0.20 0.551
Br 2.44 -9.25 -0.81 0.596
H 4.48 -9.99 -1.98 -0.036
C -12.98 -1.08 0.92 -1.660
Br -14.73 -0.26 1.02 0.547
Br -13.11 -3.00 0.78 0.553
Br -11.93 -0.34 -0.50 0.572
H -12.47 -0.86 1.84 -0.038
```

The gap between HOMO and LUMO comes out at 1.53 eV. Its charge is -2. The highest occupied orbital energy comes out at 0.31 eV. As for the multiplicity: 1.